18
Properties=species:S:1:pos:R:3:mulliken_charge:R:1 method="wB97M-V/def2-TZVPD" molar_mass_g_mol=124.3 orbital_gap_ev=9.33 de_lowest_ev=1.2357 e_tot_ha=-955.919043 e_lumo_ev=0.80
C 1.85018 0.75220 1.01372 -0.868
C 0.64247 0.23440 1.75940 -0.147
S 0.33756 1.32862 3.13892 -0.243
H 1.95098 1.75657 0.60494 0.357
H 2.87207 0.61351 1.54433 0.284
H 1.95044 0.15671 0.03660 0.175
H 0.63983 -0.81894 1.99362 0.365
H -0.22850 0.49273 1.12253 -0.035
H 0.87478 0.50876 4.08746 0.125
C -2.55977 -0.46006 -1.30712 -0.714
S -1.50428 -1.30610 -2.53435 -0.075
C 0.06432 -0.65881 -2.00961 -0.695
H -2.39187 -0.92096 -0.34989 0.241
H -2.25390 0.58155 -1.34023 0.244
H -3.48477 -0.73876 -1.81471 0.283
H 0.57570 -1.40534 -1.40764 0.257
H -0.00617 0.36608 -1.53624 0.145
H 0.67093 -0.48218 -3.00173 0.302